10
Properties=species:S:1:pos:R:3:mulliken_charge:R:1 method="wB97M-V/def2-TZVPD" lumo_ha="-0.007 / -0.004" orbital_gap_ev="9.15 / 9.21" energy_ev=-13355.1175 de_lowest_ev=4.332
C -0.272 1.194 -1.642 -0.58
C -0.851 0.248 -0.974 0.23
C 0.497 -0.753 0.979 0.50
O 0.260 -0.190 2.142 -0.40
F -2.060 -0.242 -0.913 -0.17
F 1.760 -0.624 0.507 -0.21
F 0.176 -2.066 0.888 -0.22
H -0.788 1.761 -2.410 0.30
H 0.760 1.427 -1.471 0.24
H 0.519 -0.756 2.894 0.32



28
Properties=species:S:1:pos:R:3:mulliken_charge:R:1 method="wB97M-V/def2-TZVPD" lumo_ha="-0.325 / -0.361" orbital_gap_ev="7.24 / 6.01" energy_ev=-27808.0367 de_lowest_ev=2.945 total_charge=+2
C -1.302 1.009 -0.119 0.66
C -2.378 -1.303 -0.279 -0.04
C 0.973 0.031 -0.264 0.37
C -2.486 0.020 -0.174 0.38
C 3.620 2.417 0.656 -0.91
C -3.681 1.952 0.021 -0.41
C 2.424 1.814 0.448 0.55
C -1.860 -3.365 0.850 -0.75
C 3.325 0.055 -0.968 -1.27
N -0.045 0.914 -0.115 -0.38
N -3.669 0.595 -0.099 -0.44
N 0.852 -1.224 -0.337 -0.51
N -2.205 -2.534 -0.281 -0.04
N 2.234 0.693 -0.285 0.23
S -1.974 2.611 0.046 -0.02
H 3.683 3.292 1.278 0.29
H 4.547 2.070 0.232 0.31
H -4.250 2.409 -0.804 0.37
H -4.213 2.276 0.927 0.37
H 1.526 2.207 0.906 0.32
H -1.551 -2.763 1.702 0.32
H -2.724 -3.976 1.123 0.36
H -1.049 -4.033 0.561 0.32
H 2.943 -0.601 -1.751 0.47
H 3.961 0.813 -1.421 0.42
H 3.940 -0.536 -0.280 0.43
H 1.695 -1.778 -0.416 0.24
H -2.339 -3.065 -1.153 0.35



52
Properties=species:S:1:pos:R:3:mulliken_charge:R:1 method="wB97M-V/def2-TZVPD" lumo_ha=-0.411 orbital_gap_ev=6.60 energy_ev=-36215.2959 de_lowest_ev=0.000 total_charge=+3
Rh -0.120 0.208 -0.651 0.76
C -1.056 4.851 -1.412 -0.90
N -2.027 3.893 -0.856 0.05
C -3.369 4.446 -0.618 -0.92
C -1.718 2.646 -0.671 0.87
O -0.572 2.175 -0.988 -0.77
C -2.735 1.663 -0.105 -0.88
O -2.055 0.410 0.146 -0.25
C -2.180 -0.145 1.467 -1.21
C -0.777 -0.382 2.005 1.14
O 0.224 -0.100 1.235 -0.65
N -0.571 -0.819 3.207 0.10
C -1.659 -1.125 4.152 -0.97
C 0.787 -1.037 3.739 -0.95
H -1.119 5.766 -0.829 0.33
H -0.056 4.440 -1.359 0.25
H -1.318 5.064 -2.447 0.37
H -3.282 5.295 0.057 0.36
H -3.779 4.787 -1.568 0.36
H -4.042 3.712 -0.188 0.37
H -3.151 2.041 0.828 0.46
H -3.548 1.478 -0.808 0.50
H -2.711 0.552 2.114 0.63
H -2.752 -1.073 1.418 0.55
H -2.636 -1.055 3.684 0.38
H -1.516 -2.139 4.519 0.37
H -1.605 -0.432 4.990 0.37
H 1.528 -0.614 3.073 0.32
H 0.846 -0.555 4.713 0.36
H 0.946 -2.108 3.858 0.36
C -0.590 -4.058 -1.042 -1.07
C -0.886 -2.708 -0.836 -0.12
N 0.048 -1.773 -0.959 -0.09
C 1.321 -2.146 -1.271 0.48
C 1.705 -3.467 -1.481 0.71
C 0.693 -4.442 -1.358 -0.50
C 3.078 -3.726 -1.820 -0.91
C 3.968 -2.716 -1.966 -0.91
C 3.574 -1.344 -1.780 0.60
C 4.412 -0.220 -1.948 -0.45
C 3.911 1.044 -1.738 -0.93
C 2.580 1.214 -1.347 0.02
N 1.778 0.167 -1.202 0.09
C 2.258 -1.090 -1.416 0.47
H -1.384 -4.786 -0.954 0.45
H -1.892 -2.380 -0.609 0.60
H 0.927 -5.487 -1.523 0.50
H 3.391 -4.753 -1.959 0.47
H 4.997 -2.927 -2.224 0.47
H 5.445 -0.357 -2.243 0.50
H 4.531 1.919 -1.872 0.45
H 2.157 2.192 -1.158 0.46



19
Properties=species:S:1:pos:R:3:mulliken_charge:R:1 method="wB97M-V/def2-TZVPD" lumo_ha=0.142 orbital_gap_ev=7.82 energy_ev=-13445.0584 de_lowest_ev=0.705 total_charge=-1
C -0.433 -1.159 -3.510 -1.12
C 0.194 -1.160 0.019 -0.26
C -0.734 0.281 -1.313 -0.68
C -0.254 -0.843 -2.052 0.63
N -0.457 0.016 -0.020 -0.21
N 0.252 -1.722 -1.202 -0.79
H -0.766 0.674 1.122 0.58
H 0.444 -1.630 0.953 0.40
H -1.319 1.157 -1.545 0.39
H -1.523 -1.237 -3.615 0.22
H 0.101 -2.003 -3.935 0.30
H -0.251 -0.305 -4.170 0.29
C 1.310 0.940 2.665 -0.71
C -0.103 1.445 2.892 0.60
O -1.077 1.152 2.099 -0.63
O -0.247 2.143 3.905 -0.69
H 1.282 -0.051 2.194 0.13
H 1.775 0.769 3.622 0.33
H 1.803 1.530 1.892 0.23